one:
Formula: C21H36N8O8P2SY
Source: the Open Molecules 2025 dataset
Level of theory: wB97M-V/def2-TZVPD

HOMO level: -0.4002 hartree
Frontier orbital gap: 0.323 Ha

```
! wB97M-V def2-TZVPD RIJCOSX def2/J DEFGRID3
* xyz 1 1
Y -0.365 0.766 -0.116
O -1.046 1.848 3.394
C -1.024 0.861 2.666
N -1.819 0.589 1.591
C -3.044 1.233 1.476
O -3.821 1.436 2.373
C -3.409 1.646 0.058
C -4.545 2.408 -0.120
C -4.831 2.884 -1.388
C -3.970 2.574 -2.432
C -2.857 1.804 -2.165
N -2.571 1.338 -0.944
C 0.090 -0.149 2.844
C 0.662 -0.303 4.087
C 1.729 -1.176 4.211
C 2.186 -1.840 3.082
C 1.551 -1.616 1.873
N 0.509 -0.792 1.744
H -5.164 2.619 0.742
H -5.709 3.494 -1.561
H -4.147 2.934 -3.437
H -2.161 1.550 -2.956
H 0.270 0.260 4.922
H 2.206 -1.329 5.172
H 3.028 -2.519 3.129
H 1.867 -2.131 0.973
N 3.039 3.911 0.400
C 1.589 4.073 -0.098
C 1.205 5.528 -0.321
P 0.535 3.164 1.093
O 0.783 3.930 2.457
O -0.869 3.120 0.611
O 1.217 1.800 1.084
P 1.559 2.953 -1.622
O 1.772 3.922 -2.876
O 0.223 2.255 -1.761
O 2.801 2.134 -1.460
H 3.091 3.764 1.406
H 3.610 4.712 0.150
H 3.385 3.057 -0.101
H 1.306 6.106 0.600
H 0.158 5.579 -0.623
H 1.809 5.984 -1.106
H 0.145 3.592 3.132
H 0.941 4.246 -3.258
N 1.091 -0.494 -1.655
C 0.201 -0.701 -2.828
C -1.029 -1.531 -2.406
N -1.290 -1.364 -0.953
H 1.876 0.100 -1.908
H 1.467 -1.406 -1.403
H 0.713 -1.218 -3.634
H -0.099 0.278 -3.196
H -0.860 -2.579 -2.640
H -1.900 -1.203 -2.967
H -0.781 -2.089 -0.455
H -2.267 -1.522 -0.750
C 0.737 -6.332 0.435
N 2.055 -5.703 0.498
C 2.804 -6.039 1.715
C 2.361 -4.626 -0.262
S 1.156 -3.718 -1.049
N 3.685 -4.321 -0.346
C 4.696 -5.376 -0.508
C 4.136 -3.035 -0.863
H 0.850 -7.380 0.711
H 0.335 -6.267 -0.568
H 0.039 -5.854 1.124
H 2.110 -6.049 2.555
H 3.567 -5.294 1.913
H 3.273 -7.022 1.651
H 4.237 -6.356 -0.495
H 5.462 -5.327 0.268
H 5.183 -5.246 -1.476
H 3.484 -2.238 -0.529
H 4.166 -3.029 -1.955
H 5.141 -2.851 -0.479
*
```

=====

two:
Formula: C21H36N8O8P2SY
Source: the Open Molecules 2025 dataset
Level of theory: wB97M-V/def2-TZVPD

HOMO level: -0.3966 hartree
Frontier orbital gap: 0.324 Ha

```
! wB97M-V def2-TZVPD RIJCOSX def2/J DEFGRID3
* xyz 1 1
Y 0.067 0.113 -0.065
O -0.405 -0.103 -4.429
C -0.035 0.033 -3.285
N -0.655 -0.420 -2.150
C -1.948 -0.885 -2.203
O -2.852 -0.542 -2.928
C -2.194 -1.958 -1.154
C -3.156 -2.934 -1.366
C -3.264 -3.960 -0.445
C -2.426 -3.964 0.662
C -1.526 -2.925 0.815
N -1.411 -1.934 -0.071
C 1.314 0.691 -3.021
C 1.988 1.273 -4.082
C 3.184 1.921 -3.825
C 3.656 1.980 -2.522
C 2.911 1.383 -1.520
N 1.766 0.744 -1.766
H -3.774 -2.867 -2.249
H -3.983 -4.754 -0.589
H -2.470 -4.754 1.397
H -0.867 -2.883 1.672
H 1.554 1.202 -5.069
H 3.738 2.388 -4.628
H 4.577 2.490 -2.275
H 3.223 1.433 -0.483
N 0.148 4.993 -0.487
C -0.507 4.035 0.496
C -1.404 4.829 1.433
P -1.352 2.831 -0.604
O -2.620 3.682 -1.051
O -0.348 2.614 -1.683
O -1.739 1.583 0.156
P 0.991 3.283 1.370
O 0.601 3.346 2.925
O 2.107 4.198 1.037
O 1.042 1.812 1.049
H -0.433 5.813 -0.654
H 0.292 4.470 -1.370
H 1.078 5.243 -0.093
H -2.202 5.323 0.878
H -0.838 5.578 1.990
H -1.860 4.160 2.160
H -3.236 3.223 -1.637
H 1.014 4.086 3.387
N -1.074 -0.017 2.328
C -0.127 -0.055 3.446
C 0.906 -1.137 3.189
N 1.526 -0.938 1.872
H -1.600 0.849 2.304
H -1.759 -0.762 2.404
H -0.614 -0.230 4.411
H 0.361 0.919 3.500
H 0.425 -2.118 3.188
H 1.641 -1.155 4.000
H 2.000 -1.770 1.538
H 2.216 -0.193 1.922
C 4.468 -2.271 -2.426
N 4.380 -3.214 -1.319
C 5.256 -4.374 -1.469
C 3.258 -3.274 -0.562
S 1.836 -2.517 -1.056
N 3.349 -3.976 0.597
C 4.591 -4.103 1.343
C 2.169 -4.456 1.291
H 5.522 -2.133 -2.663
H 4.030 -1.317 -2.146
H 3.942 -2.648 -3.306
H 5.293 -4.641 -2.526
H 4.860 -5.222 -0.919
H 6.270 -4.163 -1.127
H 5.338 -3.428 0.935
H 4.982 -5.122 1.329
H 4.397 -3.828 2.382
H 1.319 -4.451 0.616
H 1.939 -3.833 2.164
H 2.358 -5.471 1.646
*
```

=====

Stability, highest: two

=====

one:
Formula: C2H10N3O
Source: the Open Molecules 2025 dataset
Level of theory: wB97M-V/def2-TZVPD

HOMO level: -0.4666 hartree
Frontier orbital gap: 0.341 Ha

```
! wB97M-V def2-TZVPD RIJCOSX def2/J DEFGRID3
* xyz 1 1
C -2.790 -0.759 1.781
C 0.076 -0.043 0.701
N 0.778 -0.114 -0.334
N -0.829 -1.739 1.102
N 2.311 1.246 -1.902
O -1.560 -1.418 2.163
H -3.765 -1.274 1.943
H -2.701 -0.585 0.690
H -2.921 0.146 2.298
H -0.147 0.772 1.383
H 1.532 0.605 -1.085
H 1.001 -1.080 -0.809
H 0.085 -2.115 1.520
H 2.977 1.896 -1.400
H 2.919 0.675 -2.568
H 1.813 1.970 -2.279
*
```

=====

two:
Formula: C2H10N3O
Source: the Open Molecules 2025 dataset
Level of theory: wB97M-V/def2-TZVPD

HOMO level: -0.5379 hartree
Frontier orbital gap: 0.420 Ha

```
! wB97M-V def2-TZVPD RIJCOSX def2/J DEFGRID3
* xyz 1 1
C -0.804 0.147 0.800
N -0.095 1.152 0.272
N -0.740 -1.142 0.465
N -1.628 0.355 1.732
C 0.027 -1.932 -0.443
H 0.539 0.978 -0.512
H -0.438 2.098 0.453
H -1.406 -1.613 1.082
H -2.204 -0.375 2.157
H -1.771 1.334 1.989
H -0.649 -2.689 -0.876
H 0.855 -2.452 0.069
H 0.447 -1.325 -1.262
O 2.312 1.701 -2.200
H 2.944 1.139 -1.697
H 2.612 2.623 -2.030
*
```

=====

three:
Formula: C2H10N3O
Source: the Open Molecules 2025 dataset
Level of theory: wB97M-V/def2-TZVPD

HOMO level: -0.5229 hartree
Frontier orbital gap: 0.410 Ha

```
! wB97M-V def2-TZVPD RIJCOSX def2/J DEFGRID3
* xyz 1 1
C 1.680 0.441 -0.254
N 1.978 0.470 1.068
N 0.382 0.310 -0.552
N 2.657 0.521 -1.151
C -0.687 0.068 0.480
H 1.325 0.768 1.797
H 2.898 0.104 1.324
H 0.041 0.457 -1.505
H 2.471 0.421 -2.152
H 3.618 0.482 -0.803
H -1.554 -0.416 -0.001
H -1.002 1.053 0.864
H -0.365 -0.555 1.331
O -4.273 -1.102 0.060
H -4.965 -0.940 -0.621
H -4.204 -2.082 0.114
*
```

=====

Stability, highest: three

=====

one:
Formula: C22H64N8O10
Source: the Open Molecules 2025 dataset
Level of theory: wB97M-V/def2-TZVPD

HOMO level: -0.3287 hartree
Frontier orbital gap: 0.338 Ha
SMILES: NC(N)=O.NC(N)=O.NC(N)=O.NC(N)=O.CC(C)O.CC(C)O.CC(C)O.CC(C)O.CC(C)O.CC(C)O

```
! wB97M-V def2-TZVPD RIJCOSX def2/J DEFGRID3
* xyz 0 1
N -2.211 2.661 2.135
C -3.225 1.923 2.292
N -3.834 1.738 1.120
O -3.620 1.333 3.252
H -2.103 3.197 1.286
H -1.625 2.862 2.933
H -3.385 2.146 0.312
H -4.656 1.181 0.935
N -1.243 0.137 4.325
C -1.149 0.497 5.560
N -2.239 1.009 6.059
O -0.207 0.273 6.230
H -1.991 0.379 3.691
H -0.345 -0.028 3.895
H -3.064 1.174 5.500
H -2.157 1.307 7.021
N 3.483 -3.188 2.949
C 2.502 -2.377 3.067
N 1.422 -2.845 2.525
O 2.587 -1.250 3.413
H 4.380 -2.727 2.906
H 3.218 -4.108 2.626
H 1.449 -3.834 2.325
H 0.614 -2.299 2.261
N 0.470 -4.166 -0.746
C 1.149 -5.081 -0.036
N 0.836 -6.190 -0.520
O 1.902 -4.961 0.909
H 0.064 -4.459 -1.624
H 0.738 -3.206 -0.583
H 1.199 -6.950 0.037
H 0.002 -6.328 -1.073
C -2.802 -2.165 2.909
C -3.194 -2.907 1.565
C -2.401 -4.214 1.398
O -4.581 -3.138 1.590
H -3.302 -1.217 2.710
H -1.723 -2.241 3.042
H -3.232 -2.610 3.807
H -2.823 -2.399 0.675
H -2.596 -4.761 0.476
H -2.523 -4.969 2.175
H -1.332 -4.017 1.319
H -4.888 -3.601 2.372
C 0.565 2.129 -6.433
C -0.790 1.638 -5.943
C -1.963 2.631 -6.094
O -1.173 0.468 -6.802
H 1.331 1.369 -6.277
H 0.862 3.096 -6.027
H 0.516 2.426 -7.481
H -0.709 1.125 -4.985
H -2.889 2.176 -5.745
H -2.188 2.900 -7.126
H -1.828 3.567 -5.552
H -1.715 -0.174 -6.338
C 3.575 2.294 2.346
C 2.198 1.931 1.808
C 1.889 2.616 0.449
O 2.134 0.501 1.440
H 3.814 1.627 3.175
H 3.504 3.305 2.748
H 4.441 2.071 1.722
H 1.449 2.112 2.579
H 2.338 2.035 -0.357
H 2.313 3.617 0.368
H 0.838 2.466 0.203
H 2.347 0.061 2.267
C -3.079 5.513 -2.405
C -2.617 4.125 -2.209
C -1.102 4.092 -2.493
O -2.973 3.760 -0.907
H -4.126 5.682 -2.155
H -3.119 5.940 -3.407
H -2.466 6.091 -1.713
H -3.118 3.482 -2.932
H -0.728 3.071 -2.558
H -0.422 4.554 -1.776
H -0.850 4.494 -3.474
H -3.159 4.587 -0.457
C 5.912 -1.080 -0.385
C 4.658 -1.321 -1.157
C 3.914 -2.536 -0.710
O 3.945 -0.199 -0.850
H 5.729 -1.139 0.688
H 6.253 -0.053 -0.513
H 6.764 -1.724 -0.600
H 4.893 -1.382 -2.220
H 3.049 -2.717 -1.349
H 3.558 -2.461 0.317
H 4.570 -3.407 -0.707
H 3.531 -0.256 0.015
C -1.281 0.041 0.056
C -0.341 -0.936 -0.704
C 0.305 -0.328 -1.984
O 0.651 -1.328 0.233
H -1.742 -0.472 0.900
H -2.014 0.480 -0.621
H -0.727 0.834 0.559
H -0.984 -1.787 -0.926
H 1.091 0.419 -1.874
H -0.426 0.091 -2.676
H 0.846 -1.096 -2.536
H 1.184 -0.602 0.564
*
```

=====

two:
Formula: C22H64N8O10
Source: the Open Molecules 2025 dataset
Level of theory: wB97M-V/def2-TZVPD

HOMO level: -0.3331 hartree
Frontier orbital gap: 0.330 Ha
SMILES: NC(N)=O.NC(N)=O.NC(N)=O.NC(N)=O.CC(C)O.CC(C)O.CC(C)O.CC(C)O.CC(C)O.CC(C)O

```
! wB97M-V def2-TZVPD RIJCOSX def2/J DEFGRID3
* xyz 0 1
N 12.227 12.076 6.893
C 11.536 11.912 7.999
N 12.342 11.758 8.991
O 10.338 12.086 8.081
H 11.712 11.885 6.046
H 13.237 12.064 6.880
H 12.007 11.736 9.944
H 13.329 11.922 8.853
N 14.368 8.890 17.193
C 13.106 8.810 16.826
N 12.777 7.605 16.561
O 12.345 9.780 16.686
H 14.798 9.792 17.342
H 14.912 8.039 17.159
H 13.498 6.905 16.668
H 12.057 7.539 15.855
N 10.467 6.119 13.004
C 10.028 6.066 14.242
N 10.921 5.800 15.195
O 8.900 6.389 14.607
H 11.432 5.938 12.766
H 9.878 6.438 12.248
H 10.583 5.825 16.146
H 11.786 5.370 14.901
N 9.652 9.252 9.939
C 9.541 8.003 9.676
N 8.936 7.780 8.529
O 10.106 7.160 10.368
H 10.127 9.607 10.757
H 9.162 9.965 9.419
H 8.716 8.626 8.024
H 8.788 6.850 8.165
C 7.442 14.361 14.409
C 8.186 13.777 13.222
C 7.986 12.307 12.929
O 7.784 14.447 12.015
H 6.373 14.371 14.195
H 7.758 15.369 14.680
H 7.475 13.750 15.311
H 9.248 13.915 13.427
H 8.700 11.861 12.237
H 7.008 12.148 12.474
H 7.910 11.798 13.889
H 8.309 15.222 11.801
C 7.660 10.843 17.176
C 9.036 10.210 17.139
C 9.033 8.986 16.223
O 10.055 11.076 16.693
H 7.609 11.865 17.549
H 7.097 10.188 17.842
H 7.182 10.755 16.200
H 9.373 9.932 18.137
H 9.055 9.287 15.176
H 8.186 8.303 16.281
H 9.937 8.403 16.403
H 10.863 10.562 16.630
C 14.735 13.718 13.908
C 13.498 14.394 13.441
C 12.348 14.220 14.395
O 13.846 15.747 13.332
H 14.961 13.924 14.954
H 15.622 13.751 13.275
H 14.524 12.649 13.886
H 13.262 14.042 12.437
H 11.675 13.383 14.212
H 11.678 15.073 14.505
H 12.708 13.952 15.389
H 14.349 16.110 14.065
C 17.225 9.257 13.114
C 17.021 10.729 13.222
C 18.122 11.556 12.499
O 15.801 10.998 12.583
H 17.277 8.954 12.068
H 16.349 8.714 13.468
H 18.119 8.960 13.661
H 16.877 11.046 14.255
H 19.118 11.232 12.797
H 18.173 12.637 12.629
H 18.215 11.358 11.431
H 15.147 10.486 13.065
C 18.071 9.128 9.282
C 16.981 8.741 8.263
C 15.563 8.412 8.898
O 16.787 9.750 7.388
H 18.094 8.328 10.022
H 17.681 9.991 9.821
H 19.057 9.272 8.841
H 17.265 7.836 7.726
H 14.870 9.186 9.229
H 15.672 7.742 9.751
H 15.077 7.805 8.134
H 16.025 10.307 7.563
C 11.131 10.195 13.133
C 12.513 9.518 13.002
C 13.078 9.417 11.608
O 13.403 10.347 13.683
H 10.859 11.102 12.595
H 11.033 10.484 14.180
H 10.406 9.435 12.842
H 12.590 8.544 13.483
H 12.362 8.806 11.059
H 14.058 8.944 11.674
H 13.143 10.323 11.005
H 12.906 10.705 14.422
*
```

=====

Stability, highest: two

=====

one:
Formula: CH4O3
Source: the Open Molecules 2025 dataset
Level of theory: wB97M-V/def2-TZVPD

HOMO level: -0.4126 hartree
Frontier orbital gap: 0.425 Ha
SMILES: O=CO.O

```
! wB97M-V def2-TZVPD RIJCOSX def2/J DEFGRID3
* xyz 0 1
O -0.821 0.360 1.725
C -0.103 -0.500 1.324
O 0.162 -0.644 0.011
H 0.363 -1.224 2.008
H 0.816 -1.349 -0.093
O 0.521 0.850 -2.485
H -0.147 0.188 -2.685
H 0.513 0.897 -1.518
*
```

=====

two:
Formula: CH4O3
Source: the Open Molecules 2025 dataset
Level of theory: wB97M-V/def2-TZVPD

HOMO level: -0.3985 hartree
Frontier orbital gap: 0.421 Ha
SMILES: O=CO.O

```
! wB97M-V def2-TZVPD RIJCOSX def2/J DEFGRID3
* xyz 0 1
O 2.398 -0.523 -1.258
C 1.208 -0.444 -1.286
O 0.425 -0.564 -0.159
H 0.671 -0.216 -2.214
H 0.591 0.291 0.297
O -1.383 0.630 1.582
H -1.686 -0.274 1.529
H -2.224 1.100 1.510
*
```

=====

Stability, highest: one

=====

one:
Formula: CH4O3
Source: the Open Molecules 2025 dataset
Level of theory: wB97M-V/def2-TZVPD

HOMO level: -0.4013 hartree
Frontier orbital gap: 0.429 Ha
SMILES: O=CO.O

```
! wB97M-V def2-TZVPD RIJCOSX def2/J DEFGRID3
* xyz 0 1
O 0.749 -0.363 1.079
C 1.219 0.216 0.137
O 0.558 0.631 -0.942
H 2.290 0.452 0.075
H -0.214 0.047 -1.062
O -1.988 -0.490 -0.269
H -1.504 -0.899 0.463
H -2.662 0.045 0.169
*
```

=====

two:
Formula: CH4O3
Source: the Open Molecules 2025 dataset
Level of theory: wB97M-V/def2-TZVPD

HOMO level: -0.4051 hartree
Frontier orbital gap: 0.408 Ha
SMILES: O=CO.O

```
! wB97M-V def2-TZVPD RIJCOSX def2/J DEFGRID3
* xyz 0 1
O -0.901 -1.777 1.421
C -0.131 -0.870 1.067
O -0.385 -0.012 0.128
H 0.847 -0.671 1.549
H 0.460 0.494 -0.019
O 0.152 0.840 -1.752
H -0.517 1.517 -1.499
H 0.474 0.479 -0.895
*
```

=====

Stability, highest: one

=====

one:
Formula: CH4O3
Source: the Open Molecules 2025 dataset
Level of theory: wB97M-V/def2-TZVPD

HOMO level: -0.4096 hartree
Frontier orbital gap: 0.425 Ha
SMILES: O=CO.O

```
! wB97M-V def2-TZVPD RIJCOSX def2/J DEFGRID3
* xyz 0 1
O -1.533 1.193 -1.072
C -1.021 0.095 -0.897
O 0.000 0.000 0.000
H -1.197 -0.877 -1.398
H 0.343 -0.926 0.128
O 2.661 -0.150 2.463
H 2.735 0.328 3.320
H 1.811 0.163 2.077
*
```

=====

two:
Formula: CH4O3
Source: the Open Molecules 2025 dataset
Level of theory: wB97M-V/def2-TZVPD

HOMO level: -0.3985 hartree
Frontier orbital gap: 0.411 Ha
SMILES: O=CO.O

```
! wB97M-V def2-TZVPD RIJCOSX def2/J DEFGRID3
* xyz 0 1
O 0.230 -0.299 -2.293
C -0.116 0.406 -1.335
O 0.000 0.000 0.000
H -0.421 1.471 -1.312
H -0.253 0.715 0.646
O 2.234 -2.050 -4.000
H 1.601 -1.409 -3.604
H 1.957 -2.122 -4.941
*
```

=====

Stability, highest: one

=====

one:
Formula: C2H2N2O2
Source: the Open Molecules 2025 dataset
Level of theory: wB97M-V/def2-TZVPD

HOMO level: -0.3772 hartree
Frontier orbital gap: 0.390 Ha
SMILES: O=c1nco[nH]1

```
! wB97M-V def2-TZVPD RIJCOSX def2/J DEFGRID3
* xyz 0 1
O 2.043 0.369 0.311
C 0.814 0.321 0.266
N -0.235 1.218 0.074
C -1.209 0.433 -0.220
O -0.962 -0.901 -0.245
N 0.363 -0.951 0.262
H -2.232 0.729 -0.451
H 1.418 -1.217 0.004
*
```

=====

two:
Formula: C2H2N2O2
Source: the Open Molecules 2025 dataset
Level of theory: wB97M-V/def2-TZVPD

HOMO level (alpha / beta): -0.3544 / -0.3544 hartree
Frontier orbital gap (alpha / beta): 0.314 / 0.314 Ha

```
! wB97M-V def2-TZVPD RIJCOSX def2/J DEFGRID3
* xyz 0 1
O 2.915 0.345 0.226
C 2.298 -0.246 -0.521
N -0.313 0.897 -0.094
C -1.214 0.020 -0.023
N -0.863 -1.408 0.139
O 0.177 -1.579 0.712
H -0.710 1.818 -0.282
H -2.290 0.153 -0.156
*
```

=====

Stability, highest: one

=====

one:
Formula: C2H2N2O2
Source: the Open Molecules 2025 dataset
Level of theory: wB97M-V/def2-TZVPD

HOMO level: -0.3767 hartree
Frontier orbital gap: 0.389 Ha
SMILES: Nn1c(=O)c1=O

```
! wB97M-V def2-TZVPD RIJCOSX def2/J DEFGRID3
* xyz 0 1
N 1.488 0.022 0.275
N 0.088 0.098 0.066
C -1.045 0.860 -0.033
O -1.486 1.965 -0.152
C -1.137 -0.605 -0.118
O -1.519 -1.711 -0.066
H 1.877 0.286 -0.617
H 1.734 -0.914 0.644
*
```

=====

two:
Formula: C2H2N2O2
Source: the Open Molecules 2025 dataset
Level of theory: wB97M-V/def2-TZVPD

HOMO level (alpha / beta): -0.3368 / -0.3370 hartree
Frontier orbital gap (alpha / beta): 0.293 / 0.293 Ha
SMILES: O=C/C=N/N=O

```
! wB97M-V def2-TZVPD RIJCOSX def2/J DEFGRID3
* xyz 0 1
O -0.063 2.313 0.004
C 0.128 1.119 -0.020
C -0.835 0.040 0.041
N -2.114 0.164 0.143
N -3.207 -0.003 -0.254
O -4.338 -0.064 0.095
H 1.158 0.716 -0.098
H -0.439 -0.966 0.098
*
```

=====

Stability, highest: one